# C25H57Br4N7O7

C25H57Br4N7O7 as an isolated structure (ωB97M-V/def2-TZVPD, OMol25).

Last column: Mulliken charge in e.
Positions of all 100 atoms, in Å:
H: 3.22 3.31 -0.20  0.183
C: -4.78 -2.67 2.51  0.100
H: -3.16 3.93 -0.34  0.406
Br: 4.51 4.15 1.11  -0.177
H: -3.55 2.04 -1.55  0.196
C: 3.15 2.24 2.81  1.210
C: -1.77 0.16 -2.87  -1.730
H: 2.89 4.35 2.95  0.467
H: -0.47 -0.75 -0.79  -0.538
H: -4.13 -2.39 0.52  0.075
C: 3.70 3.63 2.80  -0.710
H: 3.90 4.70 -3.51  0.358
H: -4.45 -3.95 -0.27  0.423
H: -3.93 -0.35 1.95  0.509
C: -4.11 -2.92 -0.43  -0.787
H: 1.65 1.99 -2.86  0.204
H: -0.64 2.23 -1.36  0.555
C: 3.89 4.55 -2.43  -1.043
H: -2.73 -4.87 -1.35  0.436
H: -3.35 3.25 1.22  0.377
Br: -0.93 -0.70 2.20  -0.162
H: 3.93 5.55 -1.99  0.359
C: 3.97 -0.93 0.26  -0.099
H: 1.88 4.38 -0.56  0.353
H: 2.14 -0.75 2.30  0.338
C: -0.49 3.14 -0.78  0.639
C: 2.37 3.46 -0.86  0.144
C: -2.75 3.16 0.32  -1.058
N: -3.78 -2.03 3.11  0.276
H: -5.14 -3.55 3.07  0.263
H: 1.15 -0.68 -0.20  -0.255
H: -2.31 -1.04 2.02  0.569
C: -3.17 -2.68 4.34  -0.898
N: -1.31 3.31 0.46  0.147
H: -3.16 -4.06 -2.66  0.599
H: -2.86 -1.96 5.09  0.289
H: 3.90 1.54 2.45  -1.683
H: -3.00 -0.07 3.38  0.552
O: 2.54 -1.50 -1.12  -0.850
C: 5.21 0.44 2.01  -0.053
O: 3.12 2.38 -4.16  -0.654
C: -2.39 -3.98 -1.89  -1.307
H: -3.00 2.21 -0.15  0.125
H: 1.64 2.66 -0.75  -1.468
N: 1.89 -3.70 -1.20  0.291
H: 4.26 -1.98 0.20  0.328
C: 3.17 -0.86 2.66  -1.156
H: -0.93 3.81 -1.51  0.586
H: 0.32 -2.41 -0.67  -0.387
O: -1.40 3.99 2.67  -0.707
H: -1.57 0.82 -3.71  0.693
H: -1.24 -0.79 -2.88  0.386
H: 2.78 1.89 3.78  0.699
C: -0.78 3.73 1.63  0.128
H: -1.30 0.59 -1.99  0.125
C: 2.80 -2.70 -1.24  -0.127
H: -4.89 1.32 -2.12  0.384
O: -5.12 -2.29 1.35  -0.545
H: 2.96 -0.84 -0.11  -0.411
H: -2.22 -1.17 -0.01  0.438
H: 1.65 -5.66 -0.57  0.293
N: 2.82 3.62 -2.22  0.259
N: 4.13 -0.35 1.63  0.274
C: 2.52 2.62 -3.13  -0.324
C: -3.20 -0.81 2.61  -1.611
H: 4.51 3.79 3.51  0.450
H: -3.77 -3.55 4.61  0.255
O: 5.40 0.79 3.17  -0.611
H: -3.25 -1.86 -3.24  0.542
O: -5.14 -0.94 -3.07  -0.660
H: 0.30 3.89 1.54  0.447
H: -4.83 -2.44 -1.10  0.188
H: 4.90 4.20 -2.25  0.365
N: -2.79 -2.89 -1.01  0.535
Br: 1.57 2.14 1.61  0.247
C: -1.85 -1.96 -0.69  -0.265
N: -3.18 0.13 -2.64  0.434
H: -3.74 2.17 -3.22  0.339
H: 2.06 -5.54 -2.25  0.345
H: -1.01 1.39 0.66  -0.278
H: 3.73 -3.20 -1.54  0.561
Br: 0.71 1.17 -1.82  -0.036
H: 4.59 -0.40 -0.47  0.267
H: 5.82 0.70 1.13  0.395
H: -0.06 -3.66 -1.81  -0.092
H: -2.23 -3.05 3.94  0.367
C: 0.25 -0.08 -0.33  0.636
C: -3.84 1.45 -2.42  -1.014
H: -1.36 -4.03 -2.22  0.555
H: 0.59 0.94 1.48  -0.637
C: -0.28 0.62 0.92  1.408
C: 0.52 -3.46 -0.91  -0.439
C: -3.89 -1.01 -2.94  -0.095
H: 3.23 -0.17 3.51  0.324
H: 0.07 -4.02 -0.09  0.333
H: 0.56 3.31 -0.56  -0.821
H: 3.44 -1.89 2.89  0.375
C: 2.26 -5.09 -1.27  -1.010
O: -0.71 -1.97 -1.06  -0.072
H: 3.32 -5.25 -1.06  0.369

LUMO level = 0.00206 Ha
Energy above the lowest of the compared OMol25 structures with the same formula, charge and spin = 28.080 eV
Calculated total energy = -331755.07844 eV
Orbital gap = 7.490 eV
F_max = 13.021 eV Å⁻¹

# C25H57N4O5

A 3-piece molecular cluster, C25H57N4O5 overall (ωB97M-V/def2-TZVPD, OMol25).

Last column: Mulliken charge in e.
Positions of all 91 atoms, in Å:
H: -2.02 2.83 1.07  0.497
C: -2.94 1.30 2.93  -0.912
O: -0.42 -3.26 4.05  -0.515
N: -3.47 2.74 -0.46  0.177
H: 0.46 3.23 -1.36  0.062
C: 1.78 0.01 0.21  -1.018
H: -3.62 1.22 3.77  0.386
H: -2.20 1.26 0.30  0.659
H: -5.39 0.43 -2.11  0.415
H: -0.45 4.19 -4.09  0.505
H: -5.18 2.66 -1.62  0.535
H: 3.75 0.74 -0.30  0.188
H: -1.18 -0.11 -1.57  -0.980
C: 1.52 1.47 -3.08  -0.763
H: 1.57 1.08 0.26  0.276
O: 4.71 -3.79 2.14  -0.473
H: 0.95 2.40 -4.92  0.408
C: 5.45 -0.95 0.52  -0.950
N: 5.18 -4.66 1.43  0.828
H: 5.93 1.61 0.14  0.329
H: 2.39 1.03 -3.57  0.475
C: -0.64 -1.35 5.35  -0.756
H: 6.77 1.91 1.66  0.320
H: -1.34 4.22 -0.22  0.422
H: -2.51 -1.88 -1.05  0.088
H: -1.01 2.63 -3.54  0.133
H: -1.92 5.08 -1.62  0.437
H: -5.34 -2.95 -1.44  0.422
N: -0.50 -2.05 4.04  0.825
H: -3.13 3.28 -2.46  0.599
H: 0.83 -0.57 -3.20  0.573
H: 6.00 -1.86 0.77  0.252
C: 5.37 -6.00 2.04  -0.763
C: 1.09 2.71 -3.89  -1.521
H: 1.08 -1.47 -1.20  0.613
H: 6.42 -0.25 2.30  0.456
O: -0.47 -1.35 3.04  -0.413
H: -1.57 -0.79 5.32  0.257
C: -3.24 -3.42 1.04  -0.399
H: -3.86 -3.91 -1.56  0.427
H: -5.11 -0.87 -0.17  0.661
O: -4.46 -3.31 0.33  -0.422
H: -0.03 -1.16 0.13  0.086
H: -2.91 -2.45 1.43  -0.074
N: -3.67 1.84 1.77  -0.310
H: -5.36 1.90 -0.06  0.563
H: 4.69 0.02 2.28  0.288
O: 5.51 -4.51 0.27  -0.497
H: 1.87 1.77 -2.09  0.338
H: -0.65 -2.10 6.13  0.317
H: -2.12 1.97 3.20  0.370
H: -4.32 1.12 1.48  0.368
H: -3.41 -4.09 1.88  0.307
H: -3.51 -0.25 0.17  -0.590
H: 1.78 -0.38 1.23  0.664
H: -2.53 0.31 2.71  0.223
C: 0.65 -0.68 -0.58  -0.844
C: -4.32 -3.05 -1.05  -0.961
C: -1.51 4.12 -1.30  -0.987
H: 3.08 -0.38 -1.46  0.297
C: 5.59 0.07 1.66  -0.432
C: -0.15 3.89 -1.98  -0.467
C: -4.69 1.99 -0.92  -1.056
H: 0.38 4.85 -2.00  0.544
C: -4.46 0.63 -1.58  -0.690
C: 0.42 0.40 -2.92  -1.007
C: -2.75 2.12 0.70  -1.127
C: -0.15 0.26 -1.50  1.851
H: 4.40 -6.34 2.37  0.290
H: -2.03 2.06 -1.82  -0.425
C: -3.55 -1.77 -1.35  -0.728
C: 3.19 -0.19 -0.39  -0.249
H: 5.80 -6.66 1.29  0.309
H: 5.91 -0.55 -0.39  0.469
H: -0.40 0.58 -3.63  0.599
C: -0.21 3.36 -3.42  -0.372
C: 5.85 1.52 1.23  -1.157
H: -3.55 -1.62 -2.43  0.590
H: -3.69 0.70 -2.35  0.402
H: 3.54 -1.63 1.18  0.291
C: 4.00 -1.34 0.23  -0.733
H: -0.20 1.24 -1.01  -0.411
C: -2.52 3.01 -1.60  -0.156
H: -2.44 -3.84 0.42  0.332
C: -4.18 -0.55 -0.64  0.478
H: 5.06 2.19 1.56  0.250
H: 1.90 3.45 -3.89  0.417
H: -3.81 3.65 -0.14  0.357
H: 0.20 -0.67 5.44  0.310
H: 6.03 -5.87 2.90  0.296
H: 3.98 -2.21 -0.42  0.332

Charge = +1
LUMO level = -0.08344 Ha
Energy above the lowest of the compared OMol25 structures with the same formula, charge and spin = 0.633 eV
Calculated total energy = -43035.33910 eV
Orbital gap = 9.760 eV
F_max = 0.338 eV Å⁻¹